{
  "formula": "C8H8INP",
  "method": "the ωB97M-V functional and the def2-TZVPD basis",
  "species": ["I", "P", "N", "C", "C", "C", "C", "C", "C", "C", "C", "H", "H", "H", "H", "H", "H", "H", "H"],
  "coordinates": [[1.89188, 1.31848, -1.97162], [4.00322, -0.27670, 1.30869], [0.84626, -1.32417, 0.89804], [-0.06739, 1.39505, -1.30879], [-1.82344, 0.62999, 0.23094], [-0.99871, 2.21204, -1.90941], [-2.72518, 1.54474, -0.33859], [0.30149, -0.45409, 0.36053], [-0.44567, 0.59053, -0.11517], [1.37887, -2.59566, 1.15899], [-2.35154, 2.22550, -1.49693], [5.17520, 0.35450, 1.76225], [1.12807, -2.86196, 2.21425], [-3.00373, 3.04768, -1.92586], [2.41347, -2.52451, 0.97173], [0.85585, -3.24890, 0.40163], [-2.08632, 0.09125, 1.19140], [-0.87420, 2.91955, -2.74258], [-3.84303, 1.39022, -0.03697]],
  "e_lumo_ha": [-0.1763, -0.1771],
  "homo_energy_ha": [-0.4372, -0.4358],
  "total_charge": 1,
  "gap_ha": [0.261, 0.259]
}